This record from the OMol25 dataset describes a molecular structure, C26H53CuO25V. The level of theory is wB97M-V/def2-TZVPD.

Computed properties:
- Highest occupied orbital energy (spin up / spin down): -0.514 / -0.514 Ha
- Energy above the lowest of the compared OMol25 structures with the same formula, charge and spin: 101.25 kcal/mol
- 2S+1: 4
- Charge: +2
- Frontier orbital gap (spin up / spin down): 7.1 / 7.1 eV

Geometry as XYZ:
```
106
Properties=species:S:1:pos:R:3:forces:R:3
V 5.87970 11.52493 10.73872 -1.30 0.79 -2.56
Cu 8.57332 11.87044 8.46471 -1.26 1.22 -0.37
C 5.88359 12.08279 6.17156 -0.77 -1.09 -0.98
C 6.05649 12.93974 7.36377 -0.10 0.88 -0.01
O 6.23577 12.26336 8.58410 1.73 -1.39 2.11
H 4.84779 11.75852 6.07118 -0.07 -0.44 0.26
H 6.49644 11.18145 6.18085 0.29 0.04 -0.19
H 6.00835 12.65521 5.25239 0.55 0.05 0.01
H 5.14038 13.52970 7.33552 -0.10 0.51 0.77
H 6.88400 13.61785 7.15524 0.22 0.31 0.34
C 2.79288 13.99113 9.74964 0.86 1.56 -1.71
O 2.07978 13.23282 10.64164 -0.21 -3.81 1.56
C 2.59426 12.02653 11.01587 0.80 1.07 1.07
O 3.77721 11.61030 10.73750 -3.34 0.63 0.89
O 1.68908 11.49948 11.86411 1.32 0.82 -1.73
C 1.87954 10.27090 12.55049 0.16 -0.92 0.56
H 3.00257 13.45372 8.82481 0.53 -0.23 0.21
H 3.66257 14.41096 10.25509 0.26 -0.10 -0.39
H 2.15122 14.80460 9.41107 -0.10 0.04 0.42
H 1.15206 10.20339 13.35938 -0.06 0.57 -0.14
H 2.86405 10.21731 13.01522 0.10 -0.05 -0.29
H 1.65480 9.40661 11.92552 0.38 0.18 -0.32
C 4.35243 13.63209 3.24063 -0.07 0.02 -0.80
O 5.32333 14.69044 3.37210 0.33 -2.44 -0.70
C 4.99232 15.70593 4.07855 -2.11 3.22 2.63
O 3.85517 16.01478 4.45986 2.35 -0.68 -0.64
O 6.13980 16.35237 4.37263 0.18 -0.84 -0.16
C 6.28058 17.54452 5.13820 -0.08 0.08 0.01
H 4.93193 12.76899 2.91303 -0.09 0.12 -0.19
H 3.63482 13.94345 2.48156 -0.04 -0.25 0.06
H 3.81731 13.34673 4.14635 0.21 0.56 0.23
H 6.15034 18.38496 4.45643 -0.26 0.16 0.45
H 7.30496 17.54912 5.51067 0.21 -0.13 -0.38
H 5.68906 17.58780 6.05271 -0.64 -0.02 -0.59
C 10.55350 17.25914 7.43656 1.69 -0.24 -0.45
O 9.73939 16.07591 7.70472 -1.57 1.56 -0.04
C 10.14228 14.86990 7.87347 6.32 2.30 -1.23
O 9.48073 13.90507 7.92786 -2.94 -3.61 0.74
O 11.53847 14.85178 7.88299 -1.34 0.77 0.55
C 12.26128 13.64117 7.80271 -0.45 -1.23 -0.97
H 11.26625 17.12728 6.62249 -0.49 -0.80 -0.45
H 11.28183 17.45831 8.22267 -0.80 0.11 0.67
H 9.94219 18.11158 7.14037 -0.46 -0.49 0.67
H 11.77216 12.83332 8.34701 0.10 0.11 0.39
H 13.31102 13.72594 8.08369 -0.37 0.58 0.41
H 12.26501 13.31866 6.76152 0.00 0.03 -0.17
C 5.16123 14.29778 14.44954 -1.66 -0.18 1.17
O 6.21927 14.77366 13.64837 0.71 0.25 -0.13
C 6.38129 14.35817 12.44914 1.36 0.45 -3.62
O 5.70030 13.48682 11.83520 1.39 0.20 0.95
O 7.38837 15.10063 11.83702 -0.77 -1.16 1.17
C 7.95704 14.84267 10.51173 -2.07 -0.34 -0.74
H 5.44481 14.22596 15.49955 0.78 -0.27 -0.32
H 4.74003 13.35568 14.09861 0.22 0.12 -0.07
H 4.37651 15.05153 14.51424 -0.05 0.07 -0.63
H 8.73314 15.54709 10.21247 0.17 -0.10 1.12
H 7.19114 15.01274 9.75505 -0.36 0.16 0.11
H 8.19863 13.79880 10.31155 0.51 -0.08 0.69
C 5.31182 17.06084 8.87802 0.01 -0.04 0.10
O 6.38564 18.00731 9.05593 -0.86 -1.66 0.52
C 6.56848 19.01751 8.23517 -0.73 1.20 -1.94
O 5.76511 19.51552 7.44848 1.75 -0.94 1.72
O 7.86144 19.33307 8.41789 0.15 0.29 0.53
C 8.37570 20.48454 7.79024 -0.11 1.44 -1.12
H 5.59680 16.20870 8.26095 0.51 0.21 -0.37
H 4.40073 17.46708 8.43873 0.14 0.39 0.27
H 5.15249 16.62467 9.86416 -0.28 0.40 0.09
H 8.13118 20.43557 6.72915 0.21 0.13 -0.07
H 9.44276 20.64864 7.94043 0.12 -1.12 0.08
H 8.01282 21.44417 8.15837 -0.84 -0.28 0.29
C 7.67679 8.56912 3.96445 -0.53 0.80 0.26
O 6.59814 8.80429 3.00000 1.40 -0.84 0.19
C 5.34491 9.02671 3.31576 -1.17 0.60 0.23
O 4.88892 9.16051 4.44179 0.41 -0.16 -1.16
O 4.65373 9.14926 2.13554 1.65 -0.17 1.53
C 3.31737 9.53792 2.23663 -1.90 0.11 -1.05
H 7.50597 7.94717 4.84314 -0.85 -0.80 -0.65
H 7.91889 9.49763 4.48152 0.20 0.50 -0.62
H 8.51849 8.18833 3.38598 -0.27 0.17 0.05
H 2.67209 8.74493 2.61463 0.23 0.19 0.78
H 2.91638 9.65136 1.22944 0.57 -0.10 -0.36
H 3.13524 10.53040 2.64883 0.33 -0.26 0.74
C 5.61875 8.59591 7.29233 -1.70 -0.33 0.33
O 5.76947 7.64281 8.44395 0.07 2.13 -1.32
C 5.89640 8.06206 9.70210 0.55 1.60 -3.50
O 5.86220 9.23809 10.10275 -0.14 0.12 0.46
O 6.19031 7.01298 10.33798 -0.10 -1.20 1.03
C 6.13196 7.07320 11.73881 0.35 -0.45 0.66
H 5.22503 9.57043 7.58110 0.42 -0.04 0.52
H 4.81532 8.17624 6.68696 0.16 -0.28 0.16
H 6.44119 8.71596 6.58714 0.56 -0.44 0.88
H 5.20635 7.56576 12.03668 0.13 -0.14 0.29
H 7.02313 7.60671 12.06939 -0.16 -0.09 0.47
H 6.16018 6.01319 11.99115 -0.04 0.35 0.65
C 8.76884 13.90997 3.97502 -1.35 0.58 -1.77
O 9.83940 14.73515 4.42330 0.75 -0.05 0.57
C 10.21200 15.84795 3.75246 0.08 0.97 -2.63
O 9.59247 16.40356 2.84121 1.44 -1.28 2.67
O 11.49731 16.15183 4.16641 -1.53 -1.38 0.41
C 12.16900 17.36128 3.86296 -0.08 0.49 -0.91
H 7.79116 14.33644 4.19947 0.12 0.10 0.58
H 8.80257 12.85471 4.24593 0.75 0.34 0.89
H 8.70984 13.85021 2.88826 0.51 0.35 -0.24
H 11.96117 18.07228 4.66258 0.08 0.23 -0.29
H 11.93765 17.73811 2.86667 -0.71 0.19 0.19
H 13.24067 17.18989 3.76180 -0.06 -0.49 0.64
```
Positions in Å, forces in eV/Å.

***

This record from the OMol25 dataset describes 3 unconnected molecules or ions with the total composition C26H53F2N4O2S. The level of theory is wB97M-V/def2-TZVPD.

Computed properties:
- Highest occupied orbital energy: -0.419 Ha
- Charge: +1
- Frontier orbital gap: 7.7 eV

Geometry as XYZ:
```
88
Properties=species:S:1:pos:R:3:forces:R:3
C 2.71216 -2.77747 3.66320 0.03 -0.04 -0.01
C 2.86515 -1.24959 3.49917 -0.35 -0.38 0.05
C 1.53835 -0.46635 3.69702 0.59 0.07 -0.22
C 1.19651 0.40256 2.46334 0.15 0.11 0.89
C 1.90326 1.75990 2.59623 -0.18 0.02 -0.53
C -0.29090 0.56955 2.07317 1.62 -0.18 -1.33
N -0.38202 1.30738 0.85683 -1.92 0.18 0.37
C -0.55793 0.86272 -0.32518 0.67 -0.20 -0.05
C 0.19046 -0.30077 -0.92468 -0.80 -0.33 -0.45
C -1.49244 1.59761 -1.24696 0.40 0.58 0.26
C -1.07444 -0.73728 2.08457 -0.47 -0.18 1.03
N -2.46806 -0.55982 1.70754 0.13 -0.03 -0.28
C -3.16183 -1.82254 1.46936 0.20 0.00 0.09
C -3.83504 -2.47022 2.67959 -0.53 -0.44 -0.79
C -4.16879 -3.93836 2.41353 0.25 0.00 -0.02
F -2.99253 -2.37241 3.78724 -0.01 0.11 0.07
C -3.17158 0.35028 2.59847 0.34 0.11 -0.69
C -2.47998 1.70568 2.61687 -1.08 0.05 0.80
C -3.19314 2.65171 3.60151 0.16 0.23 -0.53
C -4.13243 3.60764 2.88259 0.06 0.08 0.33
F -5.32027 2.95703 2.58932 0.01 -0.07 -0.19
N -1.03947 1.52502 3.03855 -0.35 -0.05 0.36
N -1.03722 1.02818 4.38294 0.17 0.06 0.02
C -0.42888 1.64306 5.25451 0.09 0.10 -0.19
S 0.33833 2.37165 6.37365 -0.11 -0.10 0.07
H 3.43990 -3.18141 4.36540 0.02 0.00 -0.02
H 2.85677 -3.30233 2.71880 -0.02 0.01 -0.01
H 1.72535 -3.05731 4.03574 0.01 0.05 0.03
H 3.24949 -1.06195 2.49497 0.18 0.18 0.10
H 3.60208 -0.90160 4.22042 0.08 0.12 -0.13
H 0.75931 -1.18068 3.94965 -0.10 0.13 0.05
H 1.70110 0.20339 4.54354 -0.35 -0.09 0.14
H 1.66081 -0.07790 1.59919 -0.35 -0.13 -0.14
H 1.92169 2.27986 1.63730 0.03 0.04 0.03
H 1.41985 2.42967 3.31347 0.14 -0.08 0.18
H 2.93205 1.60731 2.91758 -0.01 0.03 0.07
H 1.20531 0.01114 -1.17233 0.06 0.02 0.22
H -0.27173 -0.57879 -1.87105 0.11 -0.05 -0.03
H 0.19900 -1.20369 -0.31877 0.27 0.11 0.16
H -0.97117 2.41256 -1.75588 0.03 -0.16 -0.22
H -2.28106 2.05107 -0.64893 -0.05 -0.02 -0.04
H -1.92553 0.92063 -1.97815 0.08 0.04 -0.09
H -0.60424 -1.47335 1.44071 0.10 0.17 -0.16
H -1.01411 -1.15801 3.09616 0.08 0.05 0.00
H -3.92120 -1.67687 0.69473 -0.08 -0.04 0.08
H -2.44093 -2.53721 1.06561 0.07 0.10 -0.05
H -4.77892 -1.95735 2.87892 0.26 0.29 0.51
H -3.75559 -4.28242 1.46397 -0.02 0.02 -0.01
H -5.24024 -4.12125 2.40472 0.00 -0.02 0.05
H -3.70852 -4.53981 3.19648 -0.12 -0.03 0.05
H -3.26775 -0.02519 3.62399 -0.05 -0.03 -0.02
H -4.15828 0.53994 2.16940 -0.11 -0.06 0.24
H -2.51439 2.17026 1.63824 0.61 -0.23 -0.15
H -2.46645 3.27544 4.13126 -0.02 -0.09 0.13
H -3.78068 2.07977 4.31939 0.17 0.09 0.22
H -3.69878 3.98212 1.95235 -0.06 -0.02 -0.04
H -4.36296 4.45932 3.52289 -0.11 -0.02 0.00
H -0.58889 2.44408 3.01144 0.16 -0.09 -0.31
C 3.31510 -2.64262 -4.92416 -0.05 0.10 -0.02
C 2.21741 -3.10959 -3.98488 0.06 -0.08 -0.04
O 1.23554 -2.12257 -3.70607 -0.05 0.09 0.18
C 0.51439 -1.62586 -4.82302 -0.04 0.02 -0.13
C -0.25661 -2.68930 -5.58446 0.03 -0.07 0.05
H 3.80957 -1.75479 -4.52597 0.02 -0.02 0.01
H 4.05950 -3.42963 -5.04576 0.01 0.00 0.02
H 2.93043 -2.39494 -5.91405 0.00 -0.06 -0.02
H 2.64774 -3.36314 -3.01542 -0.03 0.03 0.02
H 1.74685 -4.02091 -4.36837 -0.01 0.02 -0.03
H 1.17975 -1.07739 -5.49924 0.03 -0.03 0.00
H -0.18243 -0.89130 -4.41540 0.05 0.01 0.06
H 0.40237 -3.43311 -6.03297 0.01 0.03 -0.05
H -0.82829 -2.22683 -6.38948 -0.01 0.01 0.01
H -0.94862 -3.21068 -4.92141 -0.01 0.01 -0.01
C 3.70907 1.78162 -2.65810 -0.06 0.11 -0.01
C 2.59701 1.16966 -3.49315 0.10 -0.06 0.06
O 1.41168 1.94937 -3.53649 -0.12 -0.09 0.12
C 1.54335 3.25262 -4.08597 0.03 0.09 -0.03
C 2.03069 3.27263 -5.52301 0.01 -0.10 -0.01
H 3.36384 1.96895 -1.63859 0.01 -0.02 0.01
H 4.56195 1.10310 -2.61902 -0.01 -0.02 0.01
H 4.05904 2.72992 -3.06689 0.04 -0.03 -0.03
H 2.29800 0.21610 -3.05644 -0.06 -0.02 -0.10
H 2.95397 0.94722 -4.50476 0.00 0.06 -0.01
H 2.19019 3.87108 -3.45369 0.03 -0.02 -0.01
H 0.54354 3.68530 -4.03240 -0.01 -0.04 0.02
H 3.03800 2.86663 -5.62096 0.02 0.05 0.01
H 2.05059 4.29787 -5.89301 -0.02 0.00 0.00
H 1.36783 2.68598 -6.16047 -0.01 0.01 0.00
```
Positions in Å, forces in eV/Å.